1.
70
Properties=species:S:1:pos:R:3:mulliken_charge:R:1 method="wB97M-V/def2-TZVPD" homo_lumo_gap_ha="0.186 / 0.189" total_charge=+1 spin_multiplicity=3
C 0.14 -0.42 1.07 -0.669
C 1.14 -1.01 0.25 -0.502
C 2.38 -0.98 0.95 -0.544
H 0.98 -1.48 -0.71 0.504
C 2.15 -0.39 2.23 -0.862
C 0.75 -0.08 2.32 -0.498
H 0.22 0.25 3.22 0.617
H -0.91 -0.28 0.81 0.492
H 3.34 -1.34 0.59 0.600
H 2.89 -0.23 3.03 0.435
Pr 2.09 1.87 0.28 0.449
Si 1.42 0.24 -4.42 0.207
C 2.48 0.02 -5.96 0.646
C 2.16 0.83 -7.07 -0.416
H 1.29 1.49 -7.04 0.364
C 3.05 0.80 -8.16 -0.532
H 2.90 1.50 -9.02 0.388
C 4.21 -0.01 -8.10 -0.272
H 4.99 0.08 -8.88 0.420
C 4.48 -0.84 -7.01 -0.663
H 5.42 -1.45 -6.97 0.362
C 3.62 -0.82 -5.90 -0.427
H 3.85 -1.38 -4.99 0.325
C 2.33 0.99 -2.97 1.356
C 3.10 0.16 -2.10 -0.798
H 2.92 -0.92 -2.17 0.808
C 4.29 0.55 -1.34 -1.305
H 5.18 -0.19 -1.46 0.810
C 4.37 1.65 -0.40 0.048
H 5.19 2.18 0.15 0.705
C 2.48 3.17 -1.62 -0.141
H 2.60 4.23 -1.23 1.008
C 2.29 2.45 -2.84 -1.829
H 2.00 3.01 -3.77 0.842
H 0.82 -1.02 -3.97 -0.161
Si 4.16 2.76 -1.84 -0.254
C 5.22 4.35 -1.59 1.100
C 6.33 4.68 -2.38 -0.704
H 6.64 4.07 -3.23 0.304
C 7.06 5.83 -2.09 -0.676
H 7.90 6.11 -2.73 0.417
C 6.71 6.64 -1.00 -0.552
H 7.25 7.57 -0.84 0.372
C 5.62 6.26 -0.20 -0.878
H 5.30 6.92 0.61 0.416
C 4.90 5.09 -0.46 0.028
H 4.12 4.76 0.24 -0.332
C 4.99 2.27 -3.51 0.582
C 5.98 1.29 -3.56 -0.312
H 6.34 0.73 -2.67 0.399
C 6.54 0.91 -4.78 -0.845
H 7.27 0.09 -4.79 0.412
C 6.13 1.49 -5.98 -0.816
H 6.57 1.20 -6.94 0.566
C 5.08 2.41 -5.94 -0.609
H 4.63 2.80 -6.87 0.483
C 4.52 2.81 -4.73 -0.006
H 3.66 3.52 -4.81 0.393
H 0.39 1.01 -4.62 -0.198
Cl 2.90 3.80 1.84 -0.603
N -0.03 2.98 1.65 -0.390
N -1.34 2.96 1.07 -0.318
C -1.53 2.61 -0.21 0.692
N -2.82 2.49 -0.56 -0.472
S -0.25 2.25 -1.28 -0.292
H 0.31 3.97 1.69 0.379
H -0.11 2.70 2.67 0.290
H -2.12 3.36 1.61 0.242
H -3.04 2.11 -1.48 0.218
H -3.60 2.57 0.09 0.196

***

2.
73
Properties=species:S:1:pos:R:3:mulliken_charge:R:1 method="wB97M-V/def2-TZVPD" homo_lumo_gap_ha=0.208 total_charge=-2
C -2.66 2.99 -2.22 -1.365
C -1.95 1.74 -1.76 0.140
O -0.53 1.97 -1.97 -0.102
C 0.28 0.93 -1.65 0.959
C 1.68 1.33 -1.89 0.167
C 2.80 0.47 -1.67 0.540
O 3.78 0.52 -2.45 -0.760
C 2.85 -0.61 -0.60 -1.088
C 2.37 -1.94 -1.18 -0.260
C 3.20 -2.40 -2.39 -1.076
C 2.39 -2.49 -3.70 -0.700
C 2.93 -1.68 -4.89 -0.612
C 1.81 -1.08 -5.76 -1.288
C 1.12 0.13 -5.08 0.311
C 1.98 1.40 -5.06 -0.710
C 1.47 2.55 -4.17 -0.575
C 1.92 2.59 -2.69 -1.513
O -0.15 -0.20 -1.38 -0.786
H -3.71 3.00 -1.92 0.425
H -2.20 3.90 -1.83 0.289
H -2.66 3.06 -3.31 0.311
H -2.13 1.55 -0.70 -0.023
H -2.26 0.87 -2.35 0.268
H 3.91 -0.68 -0.29 0.495
H 2.22 -0.30 0.24 0.043
H 2.37 -2.72 -0.41 0.334
H 1.32 -1.76 -1.46 0.162
H 4.07 -1.73 -2.53 0.510
H 3.60 -3.40 -2.18 0.496
H 2.38 -3.55 -4.00 0.449
H 1.34 -2.22 -3.51 0.415
H 3.58 -0.86 -4.54 0.271
H 3.55 -2.35 -5.49 0.470
H 2.22 -0.78 -6.73 0.391
H 1.05 -1.85 -5.94 0.371
H 0.19 0.35 -5.63 0.435
H 0.80 -0.16 -4.07 -0.359
H 3.02 1.17 -4.79 0.143
H 1.98 1.79 -6.10 0.520
H 1.81 3.49 -4.62 0.432
H 0.37 2.58 -4.22 0.136
H 1.37 3.39 -2.19 0.354
H 2.99 2.83 -2.66 0.413
O -0.55 1.32 1.43 -0.476
C -0.78 0.28 1.88 -0.001
Co -1.12 -1.15 2.82 0.830
C -2.66 -1.86 2.37 -0.085
O -3.72 -2.31 2.26 -0.440
C 0.01 -2.40 2.20 0.101
O 0.73 -3.24 1.87 -0.393
C -1.67 -0.41 4.60 -0.069
C -3.03 0.16 4.80 0.244
C -3.55 1.24 4.06 -0.006
C -4.83 1.75 4.34 -0.780
C -5.64 1.12 5.30 -0.270
C -5.15 0.04 6.04 -0.635
C -3.86 -0.45 5.77 -0.386
C -0.98 -1.51 5.14 0.892
C -0.89 -2.83 5.34 -0.907
Co 0.13 -0.15 4.75 -0.003
C 0.60 1.54 4.05 0.248
O 0.86 2.62 3.73 -0.378
C 1.46 -1.27 4.33 0.021
O 2.28 -2.08 4.21 -0.401
C 0.70 0.13 6.37 0.152
O 1.08 0.31 7.45 -0.445
H -2.94 1.68 3.27 0.433
H -5.21 2.62 3.78 0.341
H -6.66 1.47 5.45 0.326
H -5.78 -0.43 6.80 0.328
H -3.50 -1.34 6.28 0.298
H 0.02 -3.26 5.81 0.149
H -1.79 -3.45 5.27 0.283

***

Calculated relative energy (zero: lowest compared OMol25 entry of this formula, charge and spin) in order - 498.9 36.7 kJ/mol